1.
{
  "formula": "C31H27N6O2S3Sr",
  "method": "wB97M-V/def2-TZVPD",
  "species": ["Sr", "N", "C", "S", "N", "N", "C", "C", "C", "C", "C", "C", "C", "C", "C", "C", "C", "C", "N", "H", "H", "H", "H", "H", "H", "H", "H", "H", "H", "H", "C", "C", "C", "C", "C", "C", "C", "S", "O", "O", "N", "C", "C", "C", "C", "C", "N", "H", "H", "H", "H", "H", "H", "H", "H", "H", "H", "H", "S", "C", "C", "C", "C", "C", "C", "H", "H", "H", "H", "H"],
  "xyz": [[1.444, 1.050, -1.027], [0.220, 4.006, 2.688], [0.269, 3.399, 1.461], [1.674, 3.646, 0.520], [-0.848, 2.743, 1.165], [-0.802, 2.073, -0.001], [-1.902, 1.608, -0.483], [-3.240, 1.770, 0.158], [-4.326, 2.237, -0.575], [-5.575, 2.371, 0.016], [-5.755, 2.024, 1.346], [-4.679, 1.549, 2.085], [-3.428, 1.430, 1.499], [-1.838, 0.877, -1.774], [-2.799, -0.082, -2.097], [-2.702, -0.746, -3.308], [-1.661, -0.437, -4.167], [-0.733, 0.508, -3.758], [-0.814, 1.147, -2.595], [0.891, 4.737, 2.841], [-0.700, 4.116, 3.085], [-4.188, 2.505, -1.616], [-6.408, 2.748, -0.565], [-6.729, 2.127, 1.809], [-4.812, 1.279, 3.126], [-2.580, 1.088, 2.074], [-3.598, -0.305, -1.404], [-3.430, -1.502, -3.572], [-1.551, -0.927, -5.125], [0.124, 0.774, -4.368], [-3.709, -4.865, 1.886], [-2.487, -4.132, 1.399], [-1.350, -4.832, 1.006], [-0.229, -4.165, 0.532], [-0.244, -2.784, 0.453], [-1.364, -2.065, 0.848], [-2.478, -2.740, 1.316], [1.162, -1.883, -0.170], [2.247, -2.823, -0.282], [0.677, -1.264, -1.411], [1.386, -0.645, 0.785], [2.182, -0.726, 1.920], [2.316, -1.879, 2.709], [3.098, -1.815, 3.845], [3.725, -0.623, 4.180], [3.537, 0.459, 3.335], [2.795, 0.418, 2.235], [-3.437, -5.725, 2.499], [-4.297, -5.235, 1.043], [-4.351, -4.212, 2.476], [-1.339, -5.914, 1.074], [0.659, -4.703, 0.227], [-1.353, -0.982, 0.794], [-3.351, -2.176, 1.626], [1.820, -2.798, 2.429], [3.215, -2.694, 4.468], [4.343, -0.533, 5.062], [4.009, 1.413, 3.545], [2.276, 2.665, -3.395], [3.963, 2.203, -3.252], [4.966, 3.158, -3.013], [6.294, 2.791, -2.872], [6.680, 1.457, -2.956], [5.706, 0.497, -3.189], [4.374, 0.863, -3.338], [4.675, 4.197, -2.930], [7.038, 3.557, -2.684], [7.718, 1.173, -2.839], [5.978, -0.551, -3.257], [3.628, 0.101, -3.541]],
  "lowdin_charge": [1.157, 0.038, -0.933, 0.461, -0.030, -0.039, -0.215, -0.183, -0.041, -0.092, -0.107, -0.088, -0.042, -0.242, -0.021, -0.061, -0.060, -0.145, 0.045, 0.059, 0.080, 0.120, 0.096, 0.093, 0.097, 0.105, 0.114, 0.104, 0.100, 0.082, -0.058, -0.276, -0.043, -0.054, -0.273, -0.043, -0.031, 0.545, -0.295, -0.458, -0.264, -0.400, -0.024, -0.089, -0.097, -0.150, 0.116, 0.074, 0.081, 0.073, 0.110, 0.112, 0.103, 0.110, 0.097, 0.100, 0.088, 0.104, 0.396, -0.774, -0.141, -0.119, -0.134, -0.121, -0.163, 0.090, 0.090, 0.084, 0.093, 0.086],
  "mol_weight_g_mol": 699.42,
  "largest_force_ev_per_a": 2.035,
  "homo_energy_ev": -4.02,
  "energy_ev": -78967.94632,
  "charge": -1,
  "de_lowest_ev": 0.374,
  "homo_lumo_gap_ha": 0.230
}

=====

2.
{
  "formula": "C4H7NO",
  "method": "wB97M-V/def2-TZVPD",
  "species": ["O", "C", "C", "N", "C", "C", "H", "H", "H", "H", "H", "H", "H"],
  "xyz": [[-1.847, -0.811, 0.780], [-1.055, -0.083, -0.113], [-0.248, 1.179, 0.255], [0.828, 0.762, -0.706], [1.491, -0.343, -0.036], [0.215, -0.628, -0.728], [-1.274, -1.354, 1.332], [-1.718, 0.190, -0.940], [0.106, 1.215, 1.293], [-0.701, 2.138, -0.004], [1.612, -0.309, 1.046], [2.370, -0.681, -0.579], [0.220, -1.276, -1.601]],
  "lowdin_charge": [-0.008, -0.351, -0.115, -0.018, -0.136, -0.185, 0.094, 0.150, 0.113, 0.110, 0.107, 0.109, 0.131],
  "mol_weight_g_mol": 85.11,
  "largest_force_ev_per_a": 0.421,
  "homo_energy_ev": -9.57,
  "energy_ev": -7796.67474,
  "charge": 0,
  "smiles": "O[C@H]1CN2C[C@@H]12",
  "de_lowest_ev": 2.970,
  "homo_lumo_gap_ha": 0.384
}

=====

3.
{
  "formula": "C4H17N3O2",
  "method": "wB97M-V/def2-TZVPD",
  "species": ["C", "C", "C", "N", "C", "N", "N", "H", "H", "H", "H", "H", "H", "H", "H", "H", "H", "H", "H", "H", "H", "H", "O", "H", "H", "O"],
  "xyz": [[0.469, -1.396, -0.129], [0.297, -0.626, -1.473], [-1.063, -0.076, -1.580], [0.027, 2.856, -1.446], [-0.922, 2.308, -0.696], [-1.381, 1.077, -0.638], [2.021, -1.838, 0.019], [0.217, -0.682, 0.704], [-0.125, -2.275, 0.019], [1.146, 0.102, -1.402], [0.588, -1.326, -2.263], [-1.805, -0.822, -1.388], [-1.359, 0.451, -2.657], [0.152, 3.833, -1.466], [0.388, 2.421, -2.428], [-1.441, 3.099, 0.088], [-1.952, 0.752, 0.212], [2.367, -1.258, 0.905], [2.647, -1.517, -0.720], [2.130, -2.911, 0.093], [2.300, -1.600, 3.338], [1.115, -0.645, 3.239], [1.914, -0.930, 2.743], [-1.872, 0.075, 2.608], [-3.306, 0.652, 2.336], [-2.552, 0.277, 1.982]],
  "lowdin_charge": [-0.091, -0.197, -0.142, 0.161, -0.163, 0.045, 0.166, 0.114, 0.123, 0.126, 0.136, 0.124, 0.201, 0.107, 0.214, 0.228, 0.134, 0.163, 0.144, 0.206, 0.087, 0.079, -0.059, 0.049, 0.034, 0.011],
  "mol_weight_g_mol": 139.20,
  "largest_force_ev_per_a": 5.154,
  "homo_energy_ev": -18.15,
  "energy_ev": -12972.63309,
  "charge": 2,
  "de_lowest_ev": 1.367,
  "homo_lumo_gap_ha": 0.439
}

=====

4.
{
  "formula": "C7H6N2",
  "method": "wB97M-V/def2-TZVPD",
  "species": ["C", "C", "C", "C", "C", "C", "C", "H", "H", "H", "H", "H", "H", "N", "N"],
  "xyz": [[1.550, -0.255, -0.924], [-0.628, 0.070, -0.031], [-0.527, -1.092, 0.895], [-0.466, -2.166, 1.445], [-0.372, 1.355, 0.608], [-0.135, 2.345, 1.227], [-2.066, 0.046, -0.474], [2.143, -0.250, -1.865], [1.795, -1.263, -0.544], [1.919, 0.454, -0.199], [-0.015, 0.589, -1.853], [-0.146, -2.982, 2.056], [-0.046, 3.352, 1.686], [0.157, -0.188, -1.213], [-3.162, -0.015, -0.817]],
  "lowdin_charge": [-0.131, -0.526, -0.054, 0.161, -0.086, 0.153, -0.145, 0.100, 0.086, 0.075, 0.132, 0.041, 0.066, -0.052, 0.182],
  "mol_weight_g_mol": 118.14,
  "largest_force_ev_per_a": 2.661,
  "homo_energy_ev": -10.11,
  "energy_ev": -10331.09693,
  "charge": 0,
  "smiles": "C#CC(C#C)(C#N)NC",
  "de_lowest_ev": 5.171,
  "homo_lumo_gap_ha": 0.401
}

=====

5.
{
  "formula": "C4H10NOS",
  "method": "wB97M-V/def2-TZVPD",
  "species": ["C", "C", "C", "S", "N", "C", "O", "H", "H", "H", "H", "H", "H", "H", "H", "H", "H"],
  "xyz": [[-1.116, -0.903, -1.014], [-0.069, -0.317, -0.088], [0.704, 0.782, -0.918], [1.366, 0.262, -2.577], [-0.596, 0.254, 1.101], [0.246, 0.395, 2.346], [-0.435, 0.482, 3.448], [-0.731, -1.736, -1.612], [-1.771, -0.238, -1.562], [-1.759, -1.441, -0.309], [0.726, -1.020, 0.158], [1.548, 1.236, -0.421], [-0.042, 1.518, -1.229], [1.227, -1.065, -2.504], [-1.230, 0.999, 0.838], [0.966, 1.255, 2.134], [0.966, -0.463, 2.208]],
  "lowdin_charge": [-0.115, -0.515, -0.496, 0.614, -0.044, -0.615, -0.303, 0.052, 0.072, 0.073, 0.123, 0.045, 0.049, -0.184, 0.099, 0.070, 0.075],
  "mol_weight_g_mol": 120.20,
  "largest_force_ev_per_a": 2.611,
  "homo_energy_ev": -2.48,
  "energy_ev": -18682.11249,
  "charge": -1,
  "smiles": "C[C@@H](CS)NC[O-]",
  "de_lowest_ev": 2.983,
  "homo_lumo_gap_ha": 0.202
}

=====

6.
{
  "formula": "C3H10N3",
  "method": "wB97M-V/def2-TZVPD",
  "species": ["C", "C", "C", "N", "N", "N", "H", "H", "H", "H", "H", "H", "H", "H", "H", "H"],
  "xyz": [[-1.300, 1.112, -0.239], [2.086, 0.033, -0.710], [-2.206, 0.022, -0.249], [0.138, 0.933, 0.219], [2.436, -0.686, 0.302], [-2.202, -1.193, 0.312], [-1.449, 2.121, -0.474], [2.268, 1.154, -0.826], [-3.064, 0.206, -0.933], [0.583, 1.807, 0.475], [0.302, 0.260, 0.931], [2.941, -0.247, 1.154], [2.476, -1.726, 0.305], [-1.614, -1.338, 1.090], [1.424, -0.511, -1.414], [-2.819, -1.947, 0.055]],
  "lowdin_charge": [-0.096, 0.021, -0.209, -0.006, 0.076, 0.078, 0.068, 0.142, 0.124, 0.086, 0.048, 0.185, 0.160, 0.080, 0.130, 0.112],
  "mol_weight_g_mol": 88.13,
  "largest_force_ev_per_a": 4.873,
  "homo_energy_ev": [-11.08, -11.08],
  "energy_ev": -7734.54232,
  "charge": 1,
  "de_lowest_ev": 3.722,
  "homo_lumo_gap_ha": [0.250, 0.250]
}